ORCA calculation (the ωB97M-V functional and the def2-TZVPD basis) on a 11-piece molecular cluster, C83H185N11O13 overall at a distorted geometry.

```
292
Properties=species:S:1:pos:R:3:forces:R:3
C 6.299 0.190 -1.005 0.1 0.0 -1.0
O 5.604 0.805 -2.098 0.1 0.1 -0.2
C 6.309 1.870 -2.761 -0.1 -0.2 0.7
C 5.594 2.263 -4.065 0.0 0.7 -0.6
N 6.131 3.580 -4.482 0.3 -2.2 0.5
C 5.726 4.046 -5.763 0.0 0.0 -0.7
C 4.253 3.988 -6.095 -0.3 0.6 1.3
O 3.575 4.963 -5.311 0.6 -0.2 0.9
C 2.197 4.815 -5.349 -0.9 0.0 0.6
H 7.315 -0.108 -1.310 -0.2 0.0 0.0
H 5.712 -0.690 -0.794 0.0 -0.4 0.3
H 6.379 0.805 -0.115 -0.1 0.5 0.1
H 7.392 1.567 -2.838 -1.0 0.4 -0.4
H 6.245 2.754 -2.103 0.3 -0.1 -0.1
H 4.470 2.329 -3.934 1.1 -0.4 0.2
H 5.799 1.604 -4.930 -0.1 -0.2 0.6
H 5.866 4.258 -3.830 -0.4 1.1 1.4
H 6.275 3.502 -6.536 0.1 0.2 -0.1
H 6.027 5.078 -5.696 0.1 0.6 -0.9
H 3.834 3.016 -5.852 -0.1 -0.3 -0.3
H 4.026 4.282 -7.087 0.2 -0.3 -1.6
H 1.790 5.097 -6.304 -0.3 0.8 -0.6
H 1.745 5.394 -4.525 0.2 -0.1 -0.6
H 1.832 3.787 -5.270 0.4 -0.4 0.5
C 1.413 2.478 3.901 -0.8 -0.5 0.2
O 0.097 1.949 4.102 0.9 -0.5 -0.6
C -0.858 2.866 4.601 -1.6 -1.1 -2.6
C -0.822 2.685 6.046 0.0 0.0 1.3
N -1.807 3.505 6.712 0.1 0.4 -0.1
C -1.598 3.647 8.133 0.6 -0.9 0.4
C -1.470 2.319 8.963 -1.5 0.6 -0.5
O -2.493 1.462 8.442 -0.1 -0.2 0.6
C -2.650 0.275 9.225 -0.7 0.1 -0.4
H 1.311 3.141 3.051 0.6 0.5 0.0
H 2.090 1.657 3.668 -0.2 -0.1 -0.2
H 1.781 2.920 4.831 0.0 0.5 -0.2
H -1.840 2.533 4.089 1.2 0.6 1.0
H -0.660 3.877 4.238 0.1 0.2 0.3
H 0.252 2.873 6.284 -0.9 0.2 0.7
H -1.083 1.669 6.328 0.7 -0.6 -0.4
H -2.705 3.021 6.566 0.5 0.5 0.3
H -2.411 4.266 8.427 -1.0 0.1 1.0
H -0.734 4.251 8.380 0.5 0.1 -0.4
H -1.653 2.557 10.046 0.3 -0.3 -0.8
H -0.542 1.760 8.830 0.4 0.4 0.1
H -3.284 0.473 10.108 0.4 0.1 -0.1
H -1.654 -0.069 9.550 -0.4 -0.4 -0.2
H -3.240 -0.451 8.602 1.0 0.4 0.5
C -2.680 -2.327 4.101 -0.6 1.6 1.1
C -2.288 -1.673 5.450 1.2 -0.8 -0.3
C -0.840 -1.204 5.237 0.3 -0.6 0.9
O -0.276 -0.805 6.500 0.0 0.2 -0.4
C 1.099 -0.455 6.471 -0.5 1.5 1.0
N -3.181 -0.591 5.848 -0.6 -1.0 -0.6
H -1.853 -2.942 3.817 0.1 -0.6 -0.5
H -2.805 -1.496 3.415 0.2 0.0 -0.6
H -3.641 -2.824 4.129 0.0 -0.4 0.2
H -2.200 -2.514 6.168 -0.5 0.7 0.3
H -0.902 -0.360 4.551 0.5 0.0 -0.2
H -0.227 -2.074 4.884 -0.6 1.3 -0.3
H 1.740 -1.143 6.003 0.6 -1.7 -0.4
H 1.397 -0.281 7.525 -0.1 -0.3 -0.6
H 1.359 0.464 5.927 -0.7 0.3 0.0
H -2.779 0.075 6.468 0.7 0.3 0.8
H -3.452 -0.066 5.030 -0.2 0.0 -0.3
C -1.131 3.955 -3.455 1.5 -0.8 -0.8
C -1.574 5.384 -3.270 -0.2 0.5 -1.1
C -1.166 5.928 -1.927 -0.6 -0.6 0.4
O -1.842 5.179 -0.917 0.4 0.4 0.0
C -1.424 5.632 0.358 -0.2 -1.3 0.0
N -1.037 6.295 -4.296 0.7 -0.3 -0.9
H -0.015 3.823 -3.383 -0.8 0.5 0.2
H -1.335 3.510 -4.446 -0.4 0.5 0.3
H -1.565 3.303 -2.710 -0.2 0.0 0.2
H -2.655 5.466 -3.355 -0.5 -0.5 0.5
H -1.426 6.984 -1.872 -0.1 0.3 0.2
H -0.104 5.829 -1.752 0.6 0.0 -0.2
H -1.887 4.987 1.103 -0.1 -0.1 0.0
H -1.779 6.622 0.514 -0.1 1.1 0.3
H -0.341 5.549 0.506 0.0 0.2 -0.2
H -1.273 6.064 -5.276 0.1 -0.3 1.0
H -1.384 7.228 -4.161 -0.1 0.4 0.2
C 0.837 -4.391 5.183 -0.3 0.4 0.1
C 2.336 -4.511 4.911 0.9 -0.4 0.3
C 2.731 -6.002 4.826 0.4 0.1 0.0
C 4.193 -6.272 4.367 -1.5 -0.9 -1.0
C 4.341 -5.612 2.999 -1.4 1.0 0.1
C 3.956 -4.097 3.041 0.7 0.2 -1.2
N 2.584 -3.981 3.571 0.3 1.5 0.7
O 2.300 -2.507 3.644 1.2 -1.7 1.0
C 5.056 -3.250 3.809 -0.6 -1.2 -0.9
C 3.753 -3.548 1.546 1.1 0.2 1.4
C 3.142 -3.872 6.086 0.0 1.3 -0.5
H 0.262 -4.499 4.262 0.1 -0.7 -0.1
H 0.572 -3.369 5.459 0.4 -0.3 0.6
H 0.485 -5.075 5.977 0.2 0.2 -0.5
H 2.551 -6.369 5.828 -0.1 -0.5 0.2
H 2.058 -6.481 4.114 -0.1 -0.2 0.1
H 4.368 -7.366 4.235 -0.3 0.7 0.3
H 4.883 -5.946 5.105 0.8 0.5 0.5
H 3.616 -6.076 2.297 0.4 0.0 0.3
H 5.322 -5.702 2.579 0.7 -0.1 -0.2
H 4.591 -2.280 4.000 0.6 0.0 0.1
H 5.425 -3.753 4.718 -0.4 0.4 -0.3
H 5.931 -3.212 3.144 -0.3 0.4 0.1
H 2.782 -3.898 1.233 -0.2 -0.2 -0.4
H 3.740 -2.453 1.598 -0.1 -0.3 -0.1
H 4.535 -3.806 0.812 -0.2 -0.3 0.5
H 2.653 -4.103 7.013 -0.7 0.2 0.5
H 3.320 -2.761 5.988 -0.7 -1.1 0.1
H 4.130 -4.251 6.257 0.6 -0.6 -0.4
H 1.622 -2.489 3.002 -1.4 0.6 -1.2
C 1.024 -1.575 0.094 1.6 -1.2 0.0
C 1.257 -0.121 0.402 0.1 0.4 -0.8
C 1.417 0.579 -0.991 -1.3 0.0 1.2
C 0.008 0.702 -1.659 0.7 0.1 -0.5
C -1.023 1.502 -0.854 2.7 -1.6 0.7
C -1.212 0.724 0.472 1.1 0.6 -0.7
N 0.151 0.547 1.139 0.0 0.1 -1.2
O -0.016 -0.125 2.376 -0.2 -0.3 -0.5
C -1.980 1.583 1.389 -0.8 0.4 1.2
C -2.015 -0.538 0.219 0.1 -0.9 -0.3
C 2.545 -0.017 1.253 -0.1 -0.1 -1.0
H 0.598 -2.089 0.957 0.1 -0.3 0.0
H 2.050 -2.000 -0.185 -1.4 0.2 0.6
H 0.418 -1.777 -0.774 -0.5 0.1 -0.1
H 1.844 1.589 -0.852 0.0 -0.4 -0.2
H 2.048 -0.077 -1.611 0.0 0.5 0.1
H -0.382 -0.296 -1.839 0.2 0.0 -0.4
H 0.220 1.198 -2.604 -0.4 -0.1 -0.5
H -1.952 1.665 -1.334 -1.0 -0.1 -0.6
H -0.516 2.443 -0.755 -0.2 0.9 0.8
H -2.850 1.978 0.875 -0.3 0.0 0.0
H -2.307 0.951 2.221 -0.2 0.4 0.2
H -1.387 2.418 1.763 0.1 0.0 0.0
H -1.552 -1.131 -0.587 -0.5 0.1 0.4
H -2.027 -1.145 1.131 0.0 0.0 -0.1
H -3.072 -0.343 -0.055 0.6 0.2 0.1
H 2.416 -0.460 2.221 -0.2 -0.1 0.6
H 2.793 1.017 1.319 0.2 0.9 0.5
H 3.426 -0.516 0.811 -0.6 0.1 -0.3
H -0.023 0.645 2.959 0.0 0.0 0.7
C -4.760 0.111 -3.228 1.7 0.5 -0.1
C -3.885 -1.046 -3.782 -2.3 -0.6 0.2
C -3.920 -2.224 -2.841 -0.5 0.4 1.4
C -3.332 -3.479 -3.417 -2.0 0.1 -0.4
C -4.142 -3.892 -4.683 1.0 0.7 1.8
C -4.278 -2.746 -5.674 0.9 0.4 -0.5
N -4.593 -1.497 -4.994 -0.3 1.3 0.0
O -4.412 -0.396 -5.919 -0.7 -0.3 -0.5
C -3.014 -2.649 -6.535 1.2 0.6 -0.9
C -5.424 -3.054 -6.587 -1.3 -0.3 -1.0
C -2.506 -0.578 -3.954 2.1 0.3 -0.1
H -4.419 0.381 -2.223 0.1 -0.1 0.0
H -5.785 -0.183 -3.158 -0.7 -0.1 -0.2
H -4.593 1.027 -3.841 -0.5 -0.7 0.3
H -3.351 -1.942 -1.961 0.3 0.1 0.3
H -4.930 -2.359 -2.415 0.1 -0.2 -0.6
H -3.394 -4.221 -2.640 0.0 -0.6 0.0
H -2.317 -3.272 -3.595 1.5 -0.1 -0.6
H -5.111 -4.189 -4.296 -0.3 -0.2 -0.3
H -3.615 -4.715 -5.139 -0.2 -0.4 -0.4
H -3.078 -1.839 -7.315 -0.1 -0.8 0.9
H -2.079 -2.436 -5.971 -0.7 -0.2 -0.1
H -2.843 -3.592 -7.074 -0.1 0.1 0.2
H -5.469 -2.477 -7.520 0.1 0.6 0.5
H -5.253 -4.037 -7.004 -0.2 -0.7 0.2
H -6.425 -3.012 -6.088 0.9 -0.1 -0.3
H -2.116 -0.226 -2.988 -0.2 0.3 -0.4
H -2.446 0.170 -4.728 0.0 0.7 0.0
H -1.772 -1.318 -4.279 -0.3 -0.4 0.1
H -5.296 -0.191 -6.277 0.4 -0.3 0.4
C 7.042 3.561 3.600 -0.5 0.7 -0.6
C 5.512 3.310 3.773 0.3 -0.9 0.0
C 4.870 4.532 4.401 -0.9 0.8 -0.5
C 4.810 5.760 3.445 1.6 0.0 0.3
C 4.128 5.282 2.179 -1.3 0.6 0.2
C 4.621 4.061 1.475 1.8 -1.2 -0.5
N 4.862 2.977 2.479 -0.1 0.3 0.6
O 5.681 1.945 1.935 0.4 0.9 -0.6
C 3.576 3.505 0.515 0.0 -0.9 -1.2
C 5.867 4.503 0.620 -0.5 -0.8 0.3
C 5.248 2.092 4.748 1.3 1.3 -0.2
H 7.294 3.456 2.527 0.2 0.2 0.8
H 7.628 2.863 4.168 0.3 -0.4 0.2
H 7.303 4.577 3.971 0.0 -0.6 -0.4
H 3.812 4.271 4.649 0.7 0.3 0.2
H 5.447 4.800 5.289 -0.3 -0.2 0.2
H 5.861 6.177 3.276 -1.3 -0.6 0.0
H 4.248 6.590 3.924 0.2 -0.6 -0.4
H 4.047 6.011 1.382 0.0 0.6 0.1
H 3.108 5.068 2.485 -0.5 0.0 0.0
H 3.318 4.229 -0.268 0.0 0.1 0.2
H 3.990 2.625 -0.064 -0.3 0.8 0.7
H 2.645 3.151 0.988 0.4 0.3 0.1
H 6.602 5.017 1.185 0.5 0.8 0.8
H 6.444 3.712 0.169 -0.3 -0.7 -0.2
H 5.542 5.158 -0.171 -0.3 0.3 -0.3
H 5.989 2.269 5.573 -0.9 -0.6 -0.4
H 5.376 1.106 4.286 0.3 0.3 0.1
H 4.237 2.147 5.112 -0.4 0.0 0.3
H 5.138 1.173 1.962 -0.8 -0.8 0.0
C -2.588 -7.329 1.592 -0.4 -1.2 0.4
C -2.179 -6.532 0.406 0.2 0.1 -1.4
C -2.064 -5.050 0.765 -0.1 0.1 0.8
C -1.388 -4.203 -0.282 0.3 -0.4 0.6
C -0.046 -4.831 -0.548 1.1 1.4 -0.4
C -0.138 -6.235 -1.089 1.8 -0.2 1.1
N -0.837 -7.052 -0.069 -1.3 -0.5 -1.2
O -1.125 -8.302 -0.843 -0.1 1.5 0.7
C -0.709 -6.249 -2.444 -0.3 0.0 -2.4
C 1.310 -6.804 -1.071 0.3 -1.2 0.9
C -3.288 -6.744 -0.668 0.9 1.2 -0.2
H -3.381 -6.824 2.139 -0.4 -0.1 -0.1
H -1.801 -7.485 2.316 0.5 0.0 0.1
H -2.944 -8.310 1.212 0.1 0.4 0.6
H -3.069 -4.674 0.886 -0.6 0.0 0.2
H -1.590 -4.913 1.767 0.0 -0.2 -0.7
H -1.277 -3.195 0.108 0.0 0.1 -0.2
H -1.983 -4.180 -1.184 -0.2 0.2 -0.3
H 0.500 -4.910 0.410 0.0 0.3 -0.3
H 0.530 -4.163 -1.268 -0.4 -1.0 0.9
H -0.728 -7.251 -2.890 -0.2 0.2 0.2
H -1.677 -5.774 -2.541 -0.4 -0.2 0.2
H -0.118 -5.641 -3.145 0.4 -0.1 0.3
H 2.091 -6.162 -1.480 -0.2 0.3 -0.1
H 1.540 -7.034 -0.007 0.0 0.7 -0.5
H 1.469 -7.814 -1.501 -0.6 0.6 -0.4
H -4.239 -6.942 -0.209 -0.4 0.0 0.1
H -3.020 -7.507 -1.358 0.0 -1.1 -0.1
H -3.326 -5.889 -1.336 -0.5 0.5 0.2
H -0.707 -8.906 -0.266 0.7 -1.4 0.8
C 2.942 -1.491 -6.669 0.0 0.5 0.3
C 2.471 -0.896 -5.297 -0.9 0.2 -0.6
C 0.987 -1.309 -5.005 0.5 -0.8 -1.4
C 0.907 -2.737 -4.462 0.6 -0.1 -0.6
C 1.895 -2.989 -3.292 -1.2 0.0 -1.4
C 3.318 -2.648 -3.610 -0.1 0.8 -0.4
N 3.284 -1.262 -4.158 0.1 -0.8 1.7
O 4.636 -0.891 -4.273 0.5 0.9 -0.7
C 4.032 -2.541 -2.280 0.8 0.5 0.5
C 4.005 -3.664 -4.499 -1.3 -0.7 -0.1
C 2.539 0.614 -5.405 -1.4 -0.2 -0.8
H 4.020 -1.521 -6.608 0.4 -0.2 -0.2
H 2.698 -0.902 -7.572 -0.2 0.2 0.7
H 2.564 -2.479 -6.875 -0.1 -0.5 0.2
H 0.386 -0.662 -4.390 0.5 0.7 0.7
H 0.474 -1.240 -5.992 0.2 -0.2 0.5
H 0.986 -3.475 -5.308 0.3 0.5 0.9
H -0.071 -2.897 -4.062 -0.9 -0.2 0.2
H 1.805 -4.042 -3.118 0.1 -0.7 0.6
H 1.565 -2.429 -2.409 0.1 -0.1 -0.2
H 5.109 -2.386 -2.403 0.0 -0.4 0.0
H 3.677 -1.590 -1.920 -0.2 0.4 0.8
H 3.841 -3.320 -1.518 -0.1 0.1 -0.7
H 4.166 -4.501 -3.816 0.1 -0.4 -0.5
H 3.330 -3.947 -5.332 0.5 -0.1 0.4
H 4.942 -3.346 -4.908 0.5 0.4 0.0
H 3.506 0.910 -5.696 1.2 0.4 -0.7
H 2.339 1.127 -4.482 -0.4 0.0 0.7
H 1.795 0.924 -6.169 0.5 0.1 0.4
H 4.811 -0.259 -3.544 -0.2 -0.3 -0.2
C -5.928 3.838 -2.430 0.9 1.0 0.0
C -6.507 3.544 -1.066 1.1 -1.3 -0.4
C -6.510 4.758 -0.205 0.4 1.6 0.5
C -7.601 5.740 -0.603 -1.0 0.0 1.1
C -8.983 5.006 -0.562 0.6 0.2 -0.7
C -9.003 3.769 -1.491 -0.8 1.2 0.1
N -7.830 2.985 -1.149 -1.4 -0.7 -0.4
O -7.829 1.966 -2.156 0.2 -1.3 0.7
C -10.225 2.908 -1.179 -1.4 -0.4 -1.6
C -9.134 4.285 -2.962 0.9 0.6 1.2
C -5.655 2.445 -0.371 0.2 0.4 0.8
H -6.474 4.524 -3.074 0.0 0.4 0.4
H -5.843 2.974 -3.013 0.0 -1.6 -0.7
H -4.899 4.173 -2.285 0.0 0.4 -0.1
H -6.697 4.482 0.831 -0.1 -0.2 0.2
H -5.515 5.279 -0.200 -0.7 -0.7 -0.2
H -7.452 6.234 -1.551 0.2 -0.2 -0.5
H -7.591 6.578 0.115 -0.2 -0.3 -0.1
H -9.759 5.679 -0.928 -0.1 0.0 0.3
H -9.232 4.650 0.435 0.1 0.3 0.3
H -11.204 3.455 -1.214 1.0 0.0 0.4
H -10.404 2.149 -1.980 0.5 0.4 0.4
H -10.139 2.346 -0.271 0.1 0.0 0.8
H -8.957 3.550 -3.739 -0.5 -0.1 0.0
H -10.005 4.931 -3.033 -0.8 -0.8 -0.3
H -8.399 5.063 -3.050 0.8 0.2 -0.4
H -4.593 2.704 -0.303 -0.1 0.1 -0.3
H -5.740 1.453 -0.769 0.0 -0.3 -0.9
H -5.985 2.278 0.658 -0.2 0.5 0.1
H -8.109 1.185 -1.637 0.3 0.4 -0.6
```
Positions in Å, forces in eV/Å.

Summary:
molar mass: 1545.46 g/mol
Kohn-Sham gap: 8.7 eV
total charge: 0
spin multiplicity: 1
E_LUMO: 0.52 eV
SMILES string: CC1(C)CCCC(C)(C)N1O.CC1(C)CCCC(C)(C)N1O.CC1(C)CCCC(C)(C)N1O.CC1(C)CCCC(C)(C)N1O.CC1(C)CCCC(C)(C)N1O.CC1(C)CCCC(C)(C)N1O.CC1(C)CCCC(C)(C)N1O.COC[C@H](C)N.COC[C@H](C)N.COCCNCCOC.COCCNCCOC

These are the Mulliken partial charges, in e, on atoms 1 to 99:
1 C -0.0852
2 O -0.0809
3 C -0.1950
4 C -0.1007
5 N -0.3242
6 C -1.2238
7 C 0.6397
8 O -0.3859
9 C -0.4498
10 H 0.4505
11 H -0.0869
12 H -0.1614
13 H 0.3492
14 H -0.1923
15 H 0.0383
16 H 0.3069
17 H 0.3332
18 H 0.3530
19 H 0.4883
20 H -0.5603
21 H 0.6447
22 H 0.3598
23 H 0.1587
24 H 0.1036
25 C -0.7343
26 O 0.4718
27 C -1.4536
28 C -0.1616
29 N -0.2922
30 C -0.9859
31 C -0.3361
32 O -0.3157
33 C -0.8017
34 H 0.1821
35 H -0.3520
36 H 0.4752
37 H 0.0441
38 H 0.4861
39 H 0.3546
40 H 0.1282
41 H 0.4278
42 H 0.4704
43 H 0.3655
44 H 0.4455
45 H 0.2055
46 H 0.2999
47 H 0.3297
48 H 0.2635
49 C -0.8012
50 C -0.1562
51 C 2.2883
52 O -0.2357
53 C 0.3799
54 N -0.5744
55 H 0.0700
56 H -0.1316
57 H 0.4805
58 H 0.2915
59 H -0.7929
60 H -1.1061
61 H -0.5466
62 H 0.3414
63 H -0.1394
64 H 0.1099
65 H 0.2902
66 C -0.2885
67 C 0.9007
68 C -1.1355
69 O 0.0076
70 C -0.8740
71 N -0.6730
72 H -0.0512
73 H 0.5577
74 H -0.3845
75 H -0.0156
76 H 0.4300
77 H 0.2763
78 H 0.1386
79 H 0.4602
80 H 0.2549
81 H 0.2461
82 H 0.2376
83 C -1.7488
84 C 1.8690
85 C -1.4800
86 C -0.8234
87 C -1.0723
88 C 1.7155
89 N 0.5625
90 O 0.4185
91 C -1.6548
92 C -1.0030
93 C -1.5146
94 H -0.0795
95 H 0.6333
96 H 0.6111
97 H 0.4538
98 H 0.3423
99 H 0.4450